{
  "formula": "C2H4ClOPS",
  "method": "the ωB97M-V functional and the def2-TZVPD basis",
  "species": ["C", "C", "O", "P", "S", "Cl", "H", "H", "H", "H"],
  "xyz": [[0.427, -0.296, -0.604], [-0.125, -1.020, 0.612], [0.208, 1.170, -0.196], [0.028, 2.545, -1.064], [-0.501, -2.801, 0.247], [-0.779, 3.372, 0.564], [1.485, -0.573, -0.692], [-0.120, -0.761, -1.440], [0.438, -1.023, 1.595], [-1.061, -0.613, 0.979]],
  "nbo_charge": [-0.087, -0.587, -0.853, 0.821, 0.091, -0.299, 0.201, 0.211, 0.249, 0.253],
  "s_squared": 2.005,
  "multiplicity": 3,
  "homo_lumo_gap_ev": [8.40, 7.18],
  "charge": 0
}

=====

{
  "formula": "C6H10O",
  "method": "the ωB97M-V functional and the def2-TZVPD basis",
  "species": ["C", "C", "C", "C", "C", "C", "O", "H", "H", "H", "H", "H", "H", "H", "H", "H", "H"],
  "xyz": [[0.836, -2.105, 1.763], [0.150, -1.520, 0.788], [0.674, -0.589, -0.240], [0.154, 0.746, 0.186], [-1.155, 1.079, -0.552], [-0.901, 1.829, -1.819], [-0.169, 2.812, -1.797], [1.808, -2.072, 2.009], [0.324, -2.707, 2.452], [-0.948, -1.647, 0.832], [0.580, -0.974, -1.161], [1.659, -0.594, -0.059], [0.175, 0.912, 1.231], [0.978, 1.487, -0.209], [-1.492, 1.696, 0.158], [-1.577, 0.123, -0.765], [-1.096, 1.522, -2.819]],
  "nbo_charge": [-0.407, -0.136, -0.468, -0.356, -0.534, 0.415, -0.531, 0.184, 0.186, 0.183, 0.214, 0.207, 0.222, 0.225, 0.250, 0.211, 0.135],
  "homo_lumo_gap_ev": 10.58,
  "charge": 0,
  "relative_energy_kj_mol": 255.49,
  "smiles": "C=CCCCC=O"
}

=====

{
  "formula": "C12H23BClN2O4",
  "method": "the ωB97M-V functional and the def2-TZVPD basis",
  "species": ["C", "C", "C", "Cl", "N", "C", "C", "N", "B", "O", "O", "C", "H", "H", "H", "H", "H", "H", "H", "H", "H", "H", "H", "C", "C", "O", "C", "H", "H", "H", "H", "H", "H", "C", "C", "O", "C", "H", "H", "H", "H", "H", "H"],
  "xyz": [[4.164, 1.685, 2.785], [3.944, 1.427, 1.195], [3.100, 0.054, 1.080], [2.636, -0.376, -0.647], [1.912, 0.188, 1.979], [1.594, -0.405, 3.254], [0.231, 0.204, 3.633], [-0.071, 1.076, 2.524], [-1.262, 2.011, 2.289], [-2.290, 1.724, 1.346], [-1.250, 3.218, 3.092], [0.916, 1.119, 1.461], [4.183, 0.695, 3.381], [3.333, 2.348, 3.236], [5.155, 2.266, 2.902], [4.946, 1.371, 0.625], [3.373, 2.340, 0.789], [3.721, -0.823, 1.502], [2.240, -1.142, 3.826], [-0.405, 0.031, 4.559], [-2.552, 2.544, 0.853], [-0.496, 3.148, 3.731], [0.928, 1.714, 0.496], [-3.650, 0.539, -1.420], [-3.197, 1.509, -2.476], [-2.352, 2.356, -2.235], [-3.824, 1.395, -3.839], [-3.111, 0.741, -0.492], [-4.720, 0.659, -1.238], [-3.432, -0.484, -1.735], [-4.902, 1.553, -3.767], [-3.615, 0.411, -4.264], [-3.402, 2.157, -4.498], [0.162, -2.571, -1.910], [-0.786, -3.682, -2.280], [-1.978, -3.594, -2.054], [-0.201, -4.903, -2.937], [-0.400, -1.758, -1.446], [0.904, -2.937, -1.197], [0.655, -2.189, -2.807], [0.525, -5.373, -2.270], [0.276, -4.626, -3.880], [-0.999, -5.619, -3.146]],
  "nbo_charge": [-0.637, -0.431, -0.024, -0.005, -0.357, -0.017, -0.028, -0.595, 1.273, -0.890, -0.859, 0.231, 0.207, 0.217, 0.255, 0.259, 0.226, 0.250, 0.287, 0.292, 0.536, 0.498, 0.312, -0.734, 0.607, -0.580, -0.724, 0.230, 0.237, 0.247, 0.238, 0.238, 0.239, -0.722, 0.591, -0.541, -0.722, 0.226, 0.226, 0.233, 0.231, 0.234, 0.245],
  "homo_lumo_gap_ev": 7.69,
  "charge": 1
}

=====

{
  "formula": "C6H10Si",
  "method": "the ωB97M-V functional and the def2-TZVPD basis",
  "species": ["C", "C", "C", "C", "Si", "C", "C", "H", "H", "H", "H", "H", "H", "H", "H", "H", "H"],
  "xyz": [[-4.533, 0.190, -0.298], [-3.360, 0.112, -0.047], [-2.044, -0.134, 0.453], [-0.709, 0.302, -0.374], [1.003, 0.007, 0.309], [1.741, -1.765, -0.076], [2.169, 1.491, -0.007], [-5.348, 0.103, -0.952], [-1.939, -0.289, 1.484], [-0.977, 0.685, -1.416], [1.020, 0.275, 1.781], [2.666, -2.045, 0.277], [1.019, -2.439, 0.333], [1.684, -2.008, -1.146], [3.255, 1.114, -0.106], [2.120, 2.065, -0.976], [2.234, 2.336, 0.762]],
  "nbo_charge": [-0.196, -0.066, -0.198, -0.625, 1.319, -1.042, -1.119, 0.233, 0.219, 0.232, -0.187, 0.236, 0.235, 0.234, 0.240, 0.236, 0.250],
  "homo_lumo_gap_ev": 8.18,
  "charge": 0,
  "relative_energy_kj_mol": 233.64,
  "smiles": "C#C/C=C/[SiH](C)C"
}

=====

{
  "formula": "C5H13NO",
  "method": "the ωB97M-V functional and the def2-TZVPD basis",
  "species": ["C", "C", "N", "O", "H", "H", "H", "H", "H", "C", "C", "C", "H", "H", "H", "H", "H", "H", "H", "H"],
  "xyz": [[2.776, 0.533, -0.106], [2.197, 1.074, -1.399], [1.608, 0.064, -2.150], [2.321, 2.192, -1.824], [3.453, 1.300, 0.259], [3.380, -0.329, -0.373], [1.927, 0.339, 0.549], [0.828, 0.131, -2.787], [1.570, -0.883, -1.804], [-1.039, -1.293, 1.465], [-1.869, -0.649, 0.355], [-2.547, 0.644, 0.640], [-1.712, -1.625, 2.281], [-0.504, -0.537, 2.047], [-0.412, -2.133, 1.179], [-1.125, -0.591, -0.460], [-2.657, -1.358, 0.072], [-1.921, 1.406, 1.122], [-2.806, 1.178, -0.284], [-3.468, 0.536, 1.220]],
  "nbo_charge": [-0.719, 0.684, -0.855, -0.582, 0.239, 0.226, 0.234, 0.398, 0.374, -0.611, -0.403, -0.614, 0.200, 0.202, 0.210, 0.188, 0.199, 0.204, 0.216, 0.207],
  "homo_lumo_gap_ev": 10.65,
  "charge": 0,
  "relative_energy_kj_mol": 56.62,
  "smiles": "CC(N)=O.CCC"
}

=====

{
  "formula": "C4H10S2",
  "method": "the ωB97M-V functional and the def2-TZVPD basis",
  "species": ["C", "C", "C", "S", "C", "S", "H", "H", "H", "H", "H", "H", "H", "H", "H", "H"],
  "xyz": [[0.264, -0.707, -1.257], [0.354, 0.143, 0.001], [0.263, -0.703, 1.262], [1.979, 1.052, 0.000], [-0.688, 1.252, -0.001], [-2.393, 0.567, 0.001], [0.393, -0.092, -2.145], [1.031, -1.479, -1.255], [-0.711, -1.189, -1.304], [0.397, -0.085, 2.148], [-0.715, -1.178, 1.314], [1.025, -1.479, 1.261], [2.734, -0.044, -0.001], [-0.581, 1.870, -0.894], [-0.581, 1.874, 0.888], [-2.996, 1.751, -0.013]],
  "nbo_charge": [-0.631, -0.106, -0.631, -0.050, -0.522, -0.061, 0.221, 0.212, 0.219, 0.221, 0.219, 0.212, 0.118, 0.224, 0.224, 0.130],
  "homo_lumo_gap_ev": 9.89,
  "charge": 0,
  "relative_energy_kj_mol": 20.78,
  "smiles": "CC(C)(S)CS"
}

=====

The records above give, respectively, strongest force on any atom values of 3.385 5.572 7.054 8.148 2.534 0.561 eV Å⁻¹.
The records above give, respectively, DFT total energy values of -1353.49973 -309.74506 -1366.34656 -523.94295 -328.29728 -954.77566 Ha.